Molecular formula: C3H12O4
Method: DFT, ωB97M-V with the def2-TZVPD basis set

```
19
Properties=species:S:1:pos:R:3:nbo_charge:R:1
C -4.186 0.076 0.010 -0.623
C -2.794 -0.398 0.294 -0.311
C -1.766 -0.319 -0.548 0.133
O -0.484 -0.663 -0.418 -0.751
H -4.445 0.878 0.700 0.203
H -4.946 -0.712 0.112 0.198
H -4.223 0.502 -1.008 0.197
H -2.643 -0.728 1.379 0.189
H -2.127 0.058 -1.503 0.128
H 0.196 -0.097 -0.843 0.534
H 2.428 0.624 -0.842 0.517
H 2.244 0.259 -2.311 0.460
O 1.742 0.523 -1.532 -1.028
H 2.003 -1.109 2.300 0.342
H 0.913 -0.632 1.326 0.472
O 1.746 -0.356 1.740 -1.257
H 3.358 0.477 1.033 0.468
H 4.695 1.001 0.753 0.364
O 3.847 0.888 0.283 -1.235
```

Summary:
* multiplicity: 2
* <S²>: 0.750
* orbital gap (spin up / spin down): 2.434 / 9.257 eV
* lowest unoccupied orbital energy (spin up / spin down): 3.384 / 3.338 eV
* relative energy (zero: lowest compared OMol25 entry of this formula, charge and spin): 28.0 kcal/mol
* total charge: -1
* HOMO (spin up / spin down): 0.0349 / -0.2175 hartree
* electronic energy: -11494.1552 eV